(1)
A structure of composition C9H11ClN2O2RuS in a non-equilibrium geometry. Source: the Open Molecules 2025 dataset; level of theory: wB97M-V/def2-TZVPD.

Structure (ORCA input):
```
! wB97M-V def2-TZVPD RIJCOSX def2/J DEFGRID3
* xyz 2 5
Cl 2.02 -3.48 0.69
C 1.44 0.53 -1.86
C 0.02 0.53 -2.24
C -0.44 -0.83 -2.21
H -0.52 1.39 -2.62
C 0.63 -1.68 -1.79
C 1.76 -0.83 -1.50
H 2.73 -1.22 -1.20
H 2.14 1.34 -1.99
H -1.43 -1.18 -2.48
C 0.60 -3.12 -1.60
Ru 0.41 0.39 -0.01
C 0.48 2.24 0.24
C 1.51 -0.03 1.43
O 0.49 3.38 0.49
O 2.09 -0.29 2.41
H -0.41 -3.50 -1.46
H 1.22 -3.37 -0.57
H 1.13 -3.66 -2.39
N -1.08 1.67 3.10
C -1.90 1.35 2.09
N -2.92 2.14 1.80
S -1.65 -0.10 1.19
H -1.34 2.42 3.74
H -0.32 1.06 3.36
H -3.52 1.91 1.01
H -3.15 2.93 2.38
*
```

HOMO (spin up / spin down): -14.7 / -16.9 eV
E_LUMO (spin up / spin down): -8.33 / -11.15 eV
gap between HOMO and LUMO (spin up / spin down): 6.361 / 5.770 eV
relative energy (zero: lowest compared OMol25 entry of this formula, charge and spin): 15.9 kcal per mole

=====

(2)
A cluster of 2 separate species, C9H11F3NOS in total in a non-equilibrium geometry. Source: the Open Molecules 2025 dataset; level of theory: wB97M-V/def2-TZVPD.

Structure (ORCA input):
```
! wB97M-V def2-TZVPD RIJCOSX def2/J DEFGRID3
* xyz 1 1
C 1.61 2.77 -0.51
C 1.38 2.37 0.80
C 1.47 1.81 -1.49
C 1.12 1.02 1.11
C 1.17 0.52 -1.21
C 0.96 0.09 0.11
C 1.55 -1.82 1.45
C -0.12 -2.11 -0.15
C -3.06 0.09 0.30
N 0.70 -1.32 0.43
O -2.67 -1.07 -1.92
F -3.12 1.14 1.16
F -2.14 -0.84 0.74
F -4.15 -0.54 0.21
S -2.55 0.47 -1.42
H 1.81 3.78 -0.74
H 1.73 3.08 1.61
H 1.78 1.94 -2.54
H 0.74 0.87 2.07
H 0.97 -0.16 -2.03
H 0.89 -2.13 2.33
H 2.15 -2.61 0.98
H 2.21 -0.99 1.71
H -0.20 -3.19 0.01
H -3.55 -1.37 -2.01
H -0.70 -1.80 -1.00
*
```

HOMO: -13.0 eV
E_LUMO: -4.55 eV
gap between HOMO and LUMO: 8.427 eV
relative energy (zero: lowest compared OMol25 entry of this formula, charge and spin): 0.0 kcal per mole

=====

(3)
The molecule C9H11FN2 in a non-equilibrium geometry. Source: the Open Molecules 2025 dataset; level of theory: wB97M-V/def2-TZVPD.

Structure (ORCA input):
```
! wB97M-V def2-TZVPD RIJCOSX def2/J DEFGRID3
* xyz 0 1
C 3.38 0.38 0.61
C 2.80 -0.50 -0.43
C 0.68 0.60 0.07
C -0.83 0.33 0.05
C -1.81 1.05 -0.73
C -3.18 0.91 -0.76
C -3.72 -0.19 0.01
C -2.86 -0.99 0.73
C -1.42 -0.72 0.87
H 4.46 0.27 0.74
H 2.83 -0.18 1.60
H 2.95 -2.21 -1.43
H 1.03 -0.90 -1.28
H 0.78 1.69 -0.46
H 0.87 0.55 1.19
H -1.32 1.87 -1.40
H -3.80 1.80 -1.18
H -4.82 -0.34 -0.04
H -3.36 -1.78 1.25
H -0.74 -1.41 1.48
N 3.50 -1.54 -0.85
N 1.42 -0.47 -0.54
F 3.18 1.78 0.48
*
```

HOMO: -9.1 eV
SMILES: [H]/N=C(/CF)NCc1ccccc1
E_LUMO: 0.62 eV
gap between HOMO and LUMO: 9.688 eV
relative energy (zero: lowest compared OMol25 entry of this formula, charge and spin): 14.8 kcal per mole

=====

(4)
A cluster of 2 separate species, C9H11FNO4S in total in a non-equilibrium geometry. Source: the Open Molecules 2025 dataset; level of theory: wB97M-V/def2-TZVPD.

Structure (ORCA input):
```
! wB97M-V def2-TZVPD RIJCOSX def2/J DEFGRID3
* xyz -1 1
C -1.20 -1.52 -1.16
C -0.91 -0.15 -0.32
F -1.10 -0.29 1.10
C -1.74 1.05 -1.01
S -0.65 2.60 -0.83
O -2.98 1.39 -0.36
C -3.84 0.26 -0.22
O -4.03 -0.17 0.95
C -4.64 -0.47 -1.40
O -4.51 -1.69 -1.75
O -5.59 0.30 -2.09
H -1.48 -2.33 -0.40
H -2.04 -1.30 -1.92
H -0.27 -1.79 -1.79
H 0.22 0.06 -0.47
H -1.85 0.83 -2.14
H 0.32 2.62 -1.82
N 2.49 0.08 1.51
C 3.27 0.92 2.27
C 4.58 0.58 2.06
C 4.60 -0.50 1.15
C 3.29 -0.78 0.82
H 1.48 0.10 1.47
H 2.82 1.68 2.89
H 5.44 1.06 2.52
H 5.47 -1.01 0.76
H 2.87 -1.53 0.16
*
```

HOMO: -4.7 eV
E_LUMO: 2.48 eV
gap between HOMO and LUMO: 7.208 eV

=====

(5)
A structure of composition C9H11FO12Zn in a non-equilibrium geometry. Source: the Open Molecules 2025 dataset; level of theory: wB97M-V/def2-TZVPD.

Structure (ORCA input):
```
! wB97M-V def2-TZVPD RIJCOSX def2/J DEFGRID3
* xyz 0 1
Zn 1.30 -1.52 -0.60
O -1.25 -4.38 -0.34
C -0.34 -3.40 -0.44
O -0.23 -2.54 0.41
O 0.51 -3.23 -1.33
H -1.60 -4.09 0.50
O 4.82 -2.12 -1.82
C 3.64 -1.80 -1.33
O 2.82 -1.04 -1.90
O 3.22 -2.16 -0.25
H 4.91 -1.74 -2.70
C -0.18 3.51 3.22
C 0.71 2.35 3.38
C 0.07 1.06 3.78
O 0.70 0.04 2.95
C 1.22 0.65 1.85
O 1.66 0.05 0.86
O 1.07 1.98 2.02
H -0.91 3.41 2.42
H 0.46 4.37 3.04
H -0.76 3.69 4.13
H 1.60 2.46 3.99
H -1.00 1.05 3.58
H 0.25 0.76 4.81
C -2.60 -0.23 -3.86
C -2.97 0.92 -2.90
O -1.73 1.14 -2.19
C -0.98 0.16 -2.30
O 0.01 -0.07 -1.59
O -1.32 -0.57 -3.37
F -3.97 0.48 -2.09
H -2.63 0.12 -4.89
H -3.14 -1.16 -3.69
H -3.37 1.83 -3.34
*
```

HOMO: -8.4 eV
E_LUMO: 0.31 eV
gap between HOMO and LUMO: 8.720 eV
relative energy (zero: lowest compared OMol25 entry of this formula, charge and spin): 43.9 kcal per mole